Record 1
The following is a quantum chemistry calculation of a structure of composition C5H9InO3 in a non-equilibrium geometry, from the Open Molecules 2025 dataset.

Structure (ORCA input):
```
! wB97M-V def2-TZVPD RIJCOSX def2/J DEFGRID3
* xyz 1 2
O 1.13241 -0.43952 -0.42100
In 2.23791 1.67424 -2.66493
O 0.92667 1.64645 -1.09560
C 0.54628 0.73382 -0.36629
C 0.33244 -1.64539 -0.46675
C 1.26358 -2.82918 -0.50938
H -0.30826 -1.66681 0.42332
H -0.30666 -1.60057 -1.35732
H 1.89676 -2.86788 0.38632
H 0.65966 -3.74577 -0.54658
H 1.90202 -2.79910 -1.40164
O -0.27762 0.86021 0.64713
C -1.16668 1.99013 0.64428
C -1.96445 1.98066 1.87738
H -0.50081 2.88600 0.51301
H -1.72907 1.28474 2.68366
H -2.86714 2.58773 1.92975
H -1.77703 1.95025 -0.27536
*
```

**Electronic energy**: -611.46890 hartree
**Energy relative to the best compared isomer or geometry (same formula, charge and spin)**: 0.0 kJ/mol
**Highest occupied orbital energy (spin up / spin down)**: -11.905 / -14.114 eV
**Expectation value of S²**: 0.75

Record 2
The following is a quantum chemistry calculation of the ion C5H9N with charge -1 in a non-equilibrium geometry, from the Open Molecules 2025 dataset.

Structure (ORCA input):
```
! wB97M-V def2-TZVPD RIJCOSX def2/J DEFGRID3
* xyz -1 2
N 1.20860 -1.54892 2.20537
C 0.33292 -1.25798 1.13101
C -1.60915 1.46686 -2.12073
C -0.86739 1.32976 -0.91527
C 0.14407 0.25057 -0.94261
C 0.84707 -0.17570 0.14375
H 0.98723 -1.14937 3.11633
H 2.05148 -1.07282 1.92309
H -0.49271 -0.84215 1.70521
H -0.07852 -2.16025 0.66763
H -2.66377 1.78607 -2.17467
H -1.30371 0.89320 -3.01313
H -1.05469 2.17441 -0.18417
H 0.66480 0.17073 -1.88187
H 1.83377 0.13560 0.34005
*
```

**Electronic energy**: -250.49894 hartree
**Energy relative to the best compared isomer or geometry (same formula, charge and spin)**: 222.8 kJ/mol
**Highest occupied orbital energy (spin up / spin down)**: -0.904 / -1.251 eV
**Expectation value of S²**: 0.78

Record 3
The following is a quantum chemistry calculation of the ion C5H9N with charge -1 in a non-equilibrium geometry, from the Open Molecules 2025 dataset.

Structure (ORCA input):
```
! wB97M-V def2-TZVPD RIJCOSX def2/J DEFGRID3
* xyz -1 2
C 2.12535 -0.90921 0.02751
N 0.89182 -0.52755 0.65738
C 0.13874 0.30797 -0.03153
C 0.38632 0.83396 -1.32481
C -2.11342 -0.15946 0.98036
C -1.20050 0.71161 0.16469
H 2.54690 -0.07262 -0.53680
H 2.86829 -1.20685 0.77623
H 2.00194 -1.81845 -0.60017
H -1.72524 -0.14497 2.01824
H -0.18325 1.67395 -1.69177
H 1.13728 0.43925 -2.01081
H -2.22589 -1.19905 0.64079
H -3.10650 0.36435 0.97567
H -1.54182 1.70706 -0.04498
*
```

**Electronic energy**: -250.56455 hartree
**Energy relative to the best compared isomer or geometry (same formula, charge and spin)**: 50.6 kJ/mol
**Highest occupied orbital energy (spin up / spin down)**: -1.501 / -1.769 eV
**Expectation value of S²**: 0.77